ORCA calculation (wB97M-V/def2-TZVPD) on C65H99N5O2P2S2SbSiTi as an isolated structure in a non-equilibrium geometry.

The geometry in ORCA input format:
```
! RIJCOSX wB97M-V def2-TZVPD def2/J DEFGRID3
* xyz 1 1
Ti 0.7424 -1.1703 -0.5163
C 3.4760 0.0845 -2.3366
Si 1.6683 0.6760 -1.9975
C 0.8488 0.4661 -3.7333
C 1.5533 -0.0483 -4.8251
C 0.9099 -0.4005 -6.0004
C -0.4625 -0.2538 -6.1155
C -1.1789 0.3015 -5.0675
C -0.5355 0.6658 -3.8892
P -1.3990 1.5836 -2.5647
C -1.6573 3.1431 -3.5891
C -0.3062 3.7806 -3.9220
C -0.4933 4.9696 -4.8635
C -1.4185 6.0114 -4.2378
C -2.7539 5.3752 -3.8600
C -2.5345 4.1949 -2.9114
C -3.0719 0.7121 -2.5951
C -4.2052 1.2222 -3.5124
C -5.4204 1.6916 -2.7143
C -5.9777 0.5512 -1.8604
C -4.8686 -0.1764 -1.0681
C -3.5457 0.5799 -1.1415
C 1.9191 2.4551 -1.2543
C 2.5908 3.2668 -2.1724
C 3.0388 4.5412 -1.8697
C 2.8081 5.0475 -0.6047
C 2.1154 4.2764 0.3134
C 1.6588 2.9887 0.0292
P 0.6912 2.0701 1.3363
C -0.8206 3.2116 1.6209
C -0.6488 4.4560 2.5189
C -1.7663 5.4977 2.3283
C -3.0773 4.8258 1.9619
C -2.9305 4.1359 0.6002
C -1.4930 3.6545 0.3294
C 1.3492 2.3176 3.1495
C 2.1343 3.5462 3.6530
C 3.6389 3.3456 3.7930
C 3.8954 2.2267 4.7932
C 3.3643 0.9310 4.1967
C 1.8757 1.0259 3.8337
H 4.1663 0.9029 -2.5477
H 3.5066 -0.5922 -3.1902
H 3.8892 -0.4938 -1.5118
H 2.6287 -0.1488 -4.7923
H 1.4853 -0.7870 -6.8311
H -0.9663 -0.5309 -7.0327
H -2.2442 0.4663 -5.1754
H -2.1231 2.8304 -4.5305
H 0.3572 3.0487 -4.3843
H 0.1646 4.1216 -2.9979
H -0.9226 4.6156 -5.8057
H 0.4785 5.4155 -5.0872
H -1.5800 6.8348 -4.9360
H -0.9438 6.4147 -3.3377
H -3.2577 5.0221 -4.7651
H -3.4031 6.1177 -3.3909
H -3.4965 3.7729 -2.6120
H -2.0321 4.5539 -2.0096
H -2.7801 -0.2883 -2.9110
H -4.5282 0.4086 -4.1706
H -3.8669 2.0356 -4.1543
H -6.1938 2.0358 -3.4034
H -5.1546 2.5423 -2.0821
H -6.4876 -0.1590 -2.5154
H -6.7282 0.9560 -1.1799
H -4.7167 -1.1806 -1.4740
H -5.1709 -0.2859 -0.0241
H -2.7723 0.0607 -0.5658
H -3.6771 1.5673 -0.7077
H 2.7823 2.8848 -3.1704
H 3.5587 5.1301 -2.6131
H 3.1545 6.0354 -0.3322
H 1.9344 4.7036 1.2831
H -1.5030 2.5093 2.1195
H 0.2835 4.9631 2.2908
H -0.6361 4.1671 3.5704
H -1.4956 6.1984 1.5348
H -1.8670 6.0701 3.2514
H -3.8849 5.5572 1.9176
H -3.3369 4.0966 2.7347
H -3.2257 4.8247 -0.1945
H -3.6193 3.2913 0.5735
H -0.8979 4.4587 -0.1126
H -1.5071 2.8292 -0.3790
H 0.3464 2.4135 3.5707
H 1.7467 3.7829 4.6505
H 1.9598 4.4300 3.0548
H 4.0888 4.2782 4.1382
H 4.0858 3.0987 2.8248
H 3.3769 2.4521 5.7296
H 4.9598 2.1274 5.0130
H 3.4801 0.1066 4.9059
H 3.9774 0.6987 3.3315
H 1.3363 0.9401 4.7807
H 1.5839 0.1633 3.2318
C -2.9043 0.5472 4.4167
C -3.0332 -0.8316 3.7777
C -3.5449 -1.8477 4.7932
Sb -1.1788 -1.4199 2.7085
C -2.1149 -3.2048 1.7120
C -3.5835 -2.8949 1.4497
C -1.9838 -4.5762 2.3615
C 0.1108 -2.1664 4.3989
C 0.0868 -3.6620 4.6736
C -0.1588 -1.3908 5.6827
H -3.8803 0.8681 4.7902
H -2.5550 1.2924 3.7000
H -2.2148 0.5314 5.2604
H -3.7486 -0.7519 2.9565
H -3.0019 -1.7610 5.7319
H -3.4573 -2.8761 4.4432
H -4.5983 -1.6505 5.0091
H -1.5969 -3.2272 0.7495
H -4.1542 -2.8368 2.3758
H -4.0249 -3.6980 0.8578
H -3.7049 -1.9555 0.9052
H -2.3898 -4.5918 3.3726
H -0.9515 -4.9202 2.3960
H -2.5556 -5.3011 1.7738
H 1.1100 -1.9044 4.0510
H -0.9121 -3.9988 4.9476
H 0.7515 -3.8813 5.5151
H 0.4374 -4.2394 3.8186
H -1.0808 -1.7249 6.1535
H -0.2258 -0.3173 5.5073
H 0.6533 -1.5684 6.3935
C 3.8507 0.6266 0.9955
C 3.2416 -0.6771 1.3494
N 2.0161 -1.1366 1.0969
C 1.9425 -2.3823 1.6991
C 3.1012 -2.6478 2.3367
N 3.8898 -1.5534 2.1298
H 3.7979 0.8289 -0.0665
H 4.9026 0.6165 1.2745
H 3.3483 1.4467 1.5026
H 1.0680 -3.0130 1.6295
H 3.4180 -3.5048 2.9028
H 4.8914 -1.5296 2.2474
N 5.8608 -7.8354 2.8703
C 5.7948 -6.8162 1.9590
C 6.5726 -5.6615 2.1279
C 6.4596 -4.6084 1.2434
C 5.5577 -4.6816 0.1926
C 4.7968 -5.8261 -0.0006
C 4.9041 -6.8846 0.8763
S 5.3569 -3.3158 -0.9080
O 5.6475 -3.7361 -2.2523
O 6.1323 -2.2217 -0.3674
N 3.7746 -2.9047 -0.7496
C 2.9495 -3.0302 -1.7552
S 3.3683 -3.8874 -3.2383
C 1.8479 -3.4358 -3.9315
C 1.1285 -2.7057 -3.0847
N 1.6798 -2.4842 -1.8154
H 6.6222 -7.8572 3.5243
H 5.4591 -8.7223 2.6241
H 7.2559 -5.6059 2.9658
H 7.0829 -3.7298 1.3478
H 4.1304 -5.8808 -0.8525
H 4.2972 -7.7701 0.7368
H 1.5926 -3.7271 -4.9356
H 0.1715 -2.2658 -3.3004
C -3.6347 -3.9773 -1.8920
C -2.6498 -3.2371 -2.8055
C -3.4376 -2.4400 -3.8543
C -1.7629 -4.2626 -3.5335
C -1.7940 -2.3582 -1.9852
C -1.0502 -1.6859 -1.2844
H -4.2934 -4.6115 -2.4860
H -4.2489 -3.2661 -1.3421
H -3.0992 -4.6075 -1.1809
H -3.9945 -3.1284 -4.4909
H -2.7645 -1.8584 -4.4839
H -4.1547 -1.7716 -3.3780
H -2.3904 -5.0308 -3.9864
H -1.0725 -4.7483 -2.8436
H -1.1856 -3.7845 -4.3249
*
```

The total energy comes out at -158329.4967 eV. The value obtained for the LUMO energy is -3.23 eV. The max |F| is 1.3 eV Å⁻¹. For the energy above the lowest of the compared OMol25 structures with the same formula, charge and spin, the calculation gives 2.817 eV.